Below is a cluster of 12 separate species, C32H92N4O16 in total, with properties calculated with the ωB97M-V functional and the def2-TZVPD basis.

Each line ends with the Mulliken charge.
Element x y z (Å)
C -0.296 2.421 7.718  -0.543
O 0.715 1.437 7.869  -0.361
C 1.443 1.329 6.683  0.141
C 2.439 0.147 6.685  -1.084
N 1.904 -1.117 6.491  -0.183
C 0.773 -1.547 7.238  -0.323
C 0.402 -2.919 6.545  -0.819
O -0.135 -2.591 5.249  -0.122
C -0.964 -3.625 4.659  -0.839
H -0.939 2.121 6.891  0.159
H 0.136 3.420 7.476  0.299
H -0.864 2.448 8.687  0.237
H 2.005 2.285 6.523  0.512
H 0.720 1.201 5.890  -0.157
H 2.951 0.176 7.642  0.471
H 3.245 0.409 5.960  0.262
H 1.610 -1.129 5.524  0.151
H -0.087 -0.840 7.210  0.173
H 1.108 -1.655 8.238  0.471
H -0.322 -3.533 7.175  0.451
H 1.304 -3.570 6.434  0.338
H -0.958 -3.561 3.551  0.048
H -1.977 -3.511 5.056  0.278
H -0.507 -4.558 4.949  0.507
C 1.559 5.880 0.377  -0.935
O 1.521 5.246 -0.877  -0.032
C 2.037 6.035 -1.964  -0.962
C 1.772 5.249 -3.254  -0.132
N 2.781 4.212 -3.390  -0.402
C 2.586 3.291 -4.577  0.124
C 3.796 2.428 -4.744  -1.200
O 3.796 1.412 -3.741  0.128
C 4.853 0.476 -3.870  -0.988
H 2.555 6.191 0.598  0.394
H 1.320 5.115 1.176  0.164
H 0.875 6.700 0.425  0.340
H 3.084 6.148 -1.666  0.433
H 1.542 7.016 -1.994  0.451
H 1.792 5.898 -4.155  0.419
H 0.743 4.829 -3.221  -0.056
H 2.881 3.684 -2.521  0.242
H 2.336 3.928 -5.431  0.555
H 1.829 2.539 -4.449  -0.215
H 4.692 3.020 -4.573  0.386
H 3.856 1.975 -5.745  0.492
H 4.783 -0.139 -4.777  0.328
H 4.795 -0.159 -3.006  0.271
H 5.879 0.936 -3.843  0.311
C -3.778 3.634 0.784  -1.012
O -3.070 2.475 0.556  0.104
C -1.678 2.850 0.402  -0.969
C -0.774 1.656 0.068  -0.124
N -1.024 0.894 -1.153  1.273
C -1.034 1.707 -2.352  -1.107
C -0.857 0.788 -3.610  0.670
O -0.273 1.551 -4.630  -0.411
C -1.053 2.754 -5.054  -0.908
H -3.327 4.438 0.222  0.353
H -3.822 3.840 1.823  0.352
H -4.764 3.508 0.354  0.231
H -1.243 3.228 1.343  0.365
H -1.610 3.687 -0.307  0.548
H -0.810 0.943 0.903  0.228
H 0.300 1.952 -0.015  -0.224
H -1.842 0.337 -1.061  -0.788
H -0.228 2.414 -2.249  0.449
H -1.986 2.197 -2.354  0.504
H -1.801 0.337 -3.959  0.084
H -0.163 -0.043 -3.315  -0.776
H -2.023 2.518 -5.559  0.313
H -0.426 3.296 -5.729  0.306
H -1.305 3.341 -4.214  0.357
C -5.860 -0.510 -2.617  -0.557
O -6.059 -0.664 -1.215  -0.396
C -5.678 0.439 -0.419  0.462
C -6.044 0.170 1.023  -1.082
N -5.365 -0.930 1.726  -0.327
C -3.949 -0.880 1.698  0.788
C -3.447 -0.200 2.955  -1.276
O -2.008 -0.348 2.939  0.363
C -1.363 0.249 4.051  -1.196
H -6.526 0.201 -3.052  0.398
H -6.037 -1.555 -2.917  0.245
H -4.852 -0.247 -2.898  0.011
H -6.204 1.367 -0.714  0.541
H -4.607 0.667 -0.621  -0.398
H -7.142 -0.014 1.106  0.389
H -5.833 1.031 1.628  0.337
H -5.701 -1.772 1.303  0.379
H -3.498 -0.287 0.888  -0.707
H -3.562 -1.896 1.698  0.574
H -3.964 -0.649 3.866  0.314
H -3.677 0.861 2.998  0.170
H -1.665 -0.316 4.956  0.324
H -1.564 1.334 4.059  0.411
H -0.256 0.160 3.868  0.117
C -1.935 -2.880 -5.086  -0.797
O -1.774 -2.885 -3.596  -0.411
H -3.030 -2.586 -5.272  0.289
H -1.398 -2.074 -5.528  0.281
H -1.685 -3.769 -5.651  0.334
H -0.914 -3.217 -3.372  0.178
C 3.602 -0.864 2.831  -0.771
O 2.593 0.043 3.242  -0.159
H 3.160 -1.774 2.401  0.178
H 4.294 -0.389 2.129  0.372
H 4.217 -1.194 3.745  0.263
H 2.482 0.740 2.548  0.147
C 3.379 1.413 -0.449  0.109
O 3.383 2.093 0.800  -0.498
H 2.612 1.777 -1.193  -0.249
H 4.338 1.524 -1.006  0.468
H 3.156 0.384 -0.190  -0.076
H 3.757 2.962 0.737  0.229
C 2.276 -2.199 -4.083  -0.603
O 1.656 -3.053 -3.092  -0.638
H 1.884 -1.175 -3.948  0.052
H 3.340 -2.181 -3.927  0.306
H 2.074 -2.555 -5.044  0.438
H 1.440 -2.467 -2.336  0.427
C 3.475 -4.922 -1.068  -0.549
O 3.725 -4.739 -2.438  -0.623
H 4.224 -5.595 -0.638  0.328
H 3.470 -3.913 -0.617  0.144
H 2.527 -5.332 -0.809  0.267
H 3.041 -4.152 -2.813  0.508
C 2.445 -8.032 -3.490  -0.531
O 3.805 -7.674 -3.542  -0.502
H 1.861 -7.626 -4.351  0.218
H 2.399 -9.138 -3.546  0.250
H 1.912 -7.634 -2.640  0.208
H 3.683 -6.724 -3.299  0.348
C -3.457 -2.567 -1.052  -0.752
O -2.890 -1.372 -1.687  0.379
H -3.037 -2.728 -0.041  0.070
H -4.555 -2.406 -0.924  0.180
H -3.240 -3.490 -1.663  0.344
H -2.437 -1.709 -2.423  -0.002
C 0.391 -2.209 -0.095  0.141
O 0.943 -1.230 -0.978  -0.217
H -0.639 -2.008 0.095  -0.246
H 0.508 -3.200 -0.667  0.055
H 0.853 -2.309 0.912  -0.008
H 0.164 -0.624 -1.204  0.234

Force components x, y, z for each atom (eV/Å):
0.11 -0.05 0.99
-0.29 0.29 0.75
1.17 0.33 -0.32
0.89 2.87 1.09
0.13 -0.98 -2.30
-0.79 -1.22 -1.29
-0.78 -0.09 0.98
-0.21 -0.35 0.03
0.88 0.90 0.38
-0.38 0.10 -0.06
-0.21 -0.50 0.27
0.48 0.13 -1.04
-0.30 -0.50 -0.11
-0.12 -0.04 -0.81
0.11 0.12 0.48
-0.74 -0.53 0.14
0.12 -0.37 -0.42
0.24 -0.54 0.02
-0.10 -0.43 1.27
0.44 0.89 -0.78
-0.41 0.65 0.03
0.05 0.32 0.74
0.00 -0.28 -0.15
-0.25 -0.68 -0.02
-0.10 -1.82 0.57
-0.68 -0.40 -0.41
-0.61 -0.40 0.74
0.21 -0.11 0.06
0.02 -0.81 -1.03
0.34 0.71 1.56
1.20 -0.07 -0.16
-0.09 -0.13 -0.25
0.64 0.65 -0.09
0.93 0.64 0.19
-0.05 0.76 -0.99
-0.49 0.68 0.13
0.25 0.33 -0.96
0.04 -0.10 0.04
0.21 -0.17 0.56
0.23 0.30 0.24
-0.24 0.05 -0.40
0.33 -0.24 -0.03
-1.16 0.06 0.22
0.31 0.24 -0.27
-0.16 0.01 0.10
-0.13 0.19 0.02
-0.11 -0.43 0.36
-0.85 -0.02 -0.15
-0.99 0.11 -1.00
2.34 -0.73 -0.58
0.43 -0.71 0.31
0.54 -0.54 -0.16
0.99 -0.04 0.59
-0.57 -2.01 0.04
0.12 0.77 1.14
-0.63 1.40 -1.54
-0.01 -2.58 -0.11
0.10 0.73 0.05
-0.16 0.56 1.10
-0.48 -0.05 0.25
-0.46 0.10 0.05
0.05 -0.31 -0.19
-0.14 0.16 -0.06
-0.77 0.40 0.34
-0.99 -0.46 -0.06
0.41 0.33 -0.39
-0.58 0.89 -0.53
0.04 0.11 0.29
-0.41 0.75 -0.53
0.79 -0.31 0.25
0.42 0.22 -0.33
-0.05 0.81 1.05
0.11 -1.75 1.03
-0.07 0.52 0.10
0.49 0.56 -0.67
-0.36 -0.58 0.68
-1.59 0.17 -0.99
1.13 0.72 0.74
0.72 -0.66 1.17
-0.84 0.01 0.07
0.79 -0.36 -0.62
-0.84 0.44 -0.34
-0.11 0.63 -0.76
0.60 0.15 0.25
-0.17 -0.25 -0.10
-0.40 -0.23 0.50
0.76 0.12 -0.19
0.01 0.90 0.04
-0.01 -0.58 -0.12
-0.19 -0.49 -0.31
0.20 0.06 -0.02
0.93 0.19 -0.83
-0.18 0.36 -0.26
0.34 0.73 -0.10
-0.29 -0.22 0.46
-1.01 -0.21 0.34
-2.17 1.12 1.35
-0.74 -0.22 -2.53
1.52 -0.82 0.43
0.81 0.72 -0.06
0.01 -0.59 0.61
0.95 -0.27 0.00
0.86 -0.44 1.18
-0.25 0.86 -0.65
0.12 0.19 -0.08
-0.08 -0.18 -0.02
-0.97 0.55 -1.22
0.30 -0.86 0.76
0.00 0.66 -1.09
-0.44 -0.57 0.23
0.36 -0.23 0.97
-0.40 -0.32 0.60
0.08 -0.22 -0.36
0.21 0.56 -0.28
-0.53 0.97 2.07
-0.14 0.37 -0.35
0.25 -0.33 -0.32
0.59 0.04 0.04
-0.48 -0.62 -1.44
0.11 0.02 -0.08
0.57 1.31 0.39
0.06 -0.79 -0.81
0.10 0.42 -0.13
0.39 -0.48 0.44
-1.10 -0.61 -0.24
-0.08 -0.20 0.42
-0.72 -1.18 -1.46
-0.81 1.73 0.62
0.47 -0.32 0.15
-0.27 0.61 0.26
0.05 -0.17 0.78
1.35 -0.45 -0.26
-0.19 0.00 -0.23
-1.60 -0.40 2.59
0.04 0.19 -0.63
0.85 -0.23 -0.25
-0.33 1.07 0.51
1.20 -0.73 -1.94
0.90 -1.79 -0.83
-0.95 0.53 0.11
-0.93 0.05 -0.04
-0.44 0.95 1.27
0.29 0.38 -0.80
1.14 -0.05 0.37

Results
- Total energy: -73386.47736 eV
- Energy above the lowest of the compared OMol25 structures with the same formula, charge and spin: 0.0 kJ/mol
- SMILES string: COCCNCCOC.COCCNCCOC.COCCNCCOC.COCCNCCOC.CO.CO.CO.CO.CO.CO.CO.CO
- Orbital gap: 8.59 eV
- HOMO: -8.19 eV


Below is a cluster of 12 separate species, C32H94BF4N8O11 in total, with properties calculated with the ωB97M-V functional and the def2-TZVPD basis.

Each line ends with the Mulliken charge.
Element x y z (Å)
B 0.291 -1.291 -0.269  0.241
F 0.823 -0.167 -0.792  -0.116
F -0.983 -1.418 -0.793  -0.009
F 1.082 -2.329 -0.562  -0.615
F 0.248 -1.108 1.097  0.953
C 1.225 -2.430 4.836  -1.323
C -0.167 -2.885 4.527  0.203
C -1.210 -1.830 4.837  0.212
O -1.049 -1.295 6.118  -0.443
C -2.001 -0.338 6.540  -0.665
N -0.136 -3.423 3.183  -0.608
H 2.097 -3.041 4.604  0.357
H 1.235 -2.166 5.894  0.458
H 1.455 -1.482 4.350  0.078
H -0.453 -3.725 5.161  0.346
H -2.173 -2.340 4.828  0.341
H -1.190 -0.907 4.258  -0.194
H -2.072 0.581 5.959  0.208
H -1.888 -0.164 7.610  0.331
H -2.983 -0.803 6.459  0.247
H -1.047 -3.550 2.767  0.257
H 0.206 -2.627 2.664  -0.160
C 6.342 1.694 1.729  -1.369
C 5.680 0.775 2.817  1.790
C 5.691 -0.790 2.515  -0.727
O 5.020 -1.197 1.290  -0.464
C 3.656 -0.893 1.257  -0.126
N 6.303 1.143 4.031  -0.608
H 6.319 2.761 1.952  0.410
H 5.812 1.624 0.779  0.087
H 7.353 1.337 1.537  0.455
H 4.638 1.092 2.844  -0.986
H 5.325 -1.269 3.423  0.314
H 6.705 -1.152 2.344  0.314
H 3.433 0.171 1.178  -0.292
H 3.048 -1.321 2.054  0.573
H 3.259 -1.241 0.304  -0.022
H 7.305 1.077 3.920  0.290
H 6.071 0.492 4.768  0.283
C -5.895 0.987 1.956  -1.335
C -5.781 0.730 3.503  0.213
C -4.906 -0.522 3.711  -0.893
O -3.639 -0.259 3.109  -0.076
C -3.250 -1.224 2.142  -0.382
N -5.397 1.996 4.142  -0.696
H -6.664 1.750 1.833  0.400
H -6.145 0.115 1.351  0.386
H -4.954 1.344 1.537  0.181
H -6.761 0.472 3.905  0.474
H -5.331 -1.466 3.371  0.509
H -4.655 -0.724 4.752  0.230
H -3.941 -1.188 1.299  0.655
H -3.159 -2.254 2.487  0.313
H -2.273 -0.884 1.798  -0.526
H -4.425 2.169 3.930  0.239
H -5.513 1.957 5.145  0.286
C -5.119 -0.055 -1.584  -1.576
C -4.051 0.183 -2.640  0.880
C -4.360 1.402 -3.604  -0.636
O -5.348 0.977 -4.511  -0.372
C -5.556 1.835 -5.620  -0.715
N -2.877 0.551 -1.868  -0.425
H -5.053 0.616 -0.727  0.267
H -4.927 -1.074 -1.248  0.349
H -6.112 -0.108 -2.029  0.468
H -3.800 -0.707 -3.218  0.149
H -3.516 1.856 -4.123  0.290
H -4.785 2.238 -3.049  0.350
H -6.135 1.254 -6.337  0.257
H -4.590 2.130 -6.031  0.286
H -6.092 2.738 -5.327  0.275
H -2.145 1.003 -2.397  -0.142
H -2.440 -0.231 -1.402  -0.014
C 0.149 3.492 2.548  -1.774
C 0.656 2.070 2.337  1.645
C 1.274 1.335 3.547  0.020
O 2.412 2.206 3.929  -0.470
C 3.148 1.834 5.022  -0.745
N -0.544 1.348 1.779  0.561
H 1.065 4.084 2.545  0.412
H -0.408 3.634 3.474  0.309
H -0.465 3.939 1.767  0.559
H 1.437 2.129 1.579  -0.958
H 1.754 0.436 3.161  -0.421
H 0.616 1.192 4.404  0.633
H 3.629 0.864 4.893  0.208
H 2.424 1.686 5.823  0.392
H 3.781 2.638 5.398  0.260
H -0.906 1.955 1.057  0.438
H -0.346 0.429 1.410  -0.368
C 0.415 5.092 -2.216  -1.179
C -0.355 4.130 -3.235  0.042
C 0.139 2.646 -3.205  1.016
O -0.678 1.868 -4.095  -0.465
C -0.510 0.455 -4.117  -0.364
N -1.773 4.183 -2.829  -0.656
H 0.339 4.769 -1.178  0.052
H 0.163 6.152 -2.186  0.474
H 1.489 5.030 -2.392  0.264
H -0.352 4.606 -4.216  0.339
H 0.028 2.313 -2.173  -0.413
H 1.195 2.671 -3.475  -0.018
H -1.201 0.056 -4.859  0.304
H -0.706 0.056 -3.122  -0.056
H 0.512 0.225 -4.420  0.274
H -2.207 3.582 -3.514  0.132
H -2.158 5.105 -2.978  0.276
C -1.293 -5.054 -2.968  -1.579
C -0.311 -4.131 -3.661  0.803
C -0.107 -4.528 -5.179  -0.928
O 0.668 -5.761 -5.345  -0.321
C 1.212 -5.959 -6.629  -0.788
N -0.649 -2.707 -3.494  -0.297
H -0.866 -6.042 -3.141  0.478
H -2.324 -5.038 -3.321  0.339
H -1.289 -4.940 -1.884  0.319
H 0.649 -4.260 -3.159  0.307
H 0.319 -3.597 -5.552  0.392
H -1.096 -4.611 -5.630  0.363
H 1.935 -5.182 -6.880  0.314
H 0.555 -6.028 -7.495  0.298
H 1.806 -6.870 -6.554  0.280
H -0.669 -2.571 -2.493  -0.296
H -1.640 -2.625 -3.670  0.306
C 3.901 2.335 -4.179  -1.394
C 4.360 1.771 -2.823  0.079
C 3.499 2.108 -1.630  1.779
O 3.604 3.446 -1.249  -0.470
C 3.036 3.760 0.020  -0.175
N 4.411 0.371 -3.012  -0.687
H 3.726 3.410 -4.120  0.338
H 3.011 1.814 -4.531  0.109
H 4.581 2.184 -5.018  0.389
H 5.349 2.186 -2.631  0.479
H 3.874 1.456 -0.842  -0.651
H 2.453 1.832 -1.768  -0.397
H 3.408 4.741 0.315  0.368
H 3.307 3.023 0.776  -0.021
H 1.947 3.699 0.009  -0.033
H 4.673 -0.005 -2.111  0.319
H 3.503 -0.035 -3.188  0.151
O -1.764 -3.683 0.954  -0.632
H -1.580 -3.090 0.226  -0.029
H -2.628 -4.046 0.756  0.245
O 1.938 -1.773 -3.268  -0.735
H 2.054 -2.017 -2.349  0.326
H 1.075 -2.116 -3.500  0.195
O 1.410 -4.613 1.067  -0.779
H 1.378 -3.796 0.570  0.304
H 0.882 -4.441 1.846  0.515

Force components x, y, z for each atom (eV/Å):
0.07 0.81 -0.77
0.85 2.31 -0.73
-1.27 -0.80 0.10
0.91 -2.10 -0.48
-0.50 0.12 2.17
0.69 1.24 1.28
0.44 -1.31 0.33
-0.55 0.86 0.20
1.02 0.27 1.86
-0.80 -1.34 -0.05
-0.42 1.06 -0.22
-0.58 -0.66 -0.04
0.35 -0.10 0.14
-0.26 0.26 -0.37
0.26 -0.08 0.43
-0.48 0.21 -0.60
-0.14 -0.39 -1.43
0.54 0.19 -0.17
0.49 0.24 -0.20
-0.43 -0.01 -0.10
-0.32 -0.30 0.15
0.32 0.00 -0.76
-0.69 -1.24 -0.39
-0.32 0.28 -2.44
0.30 1.28 -1.23
0.38 0.53 1.59
-0.66 0.16 -1.02
0.54 -0.25 1.37
0.14 -0.19 0.58
-0.06 -0.30 -0.13
0.20 0.24 0.05
-0.23 -0.12 0.19
-0.50 -0.35 -0.05
0.17 0.20 0.19
0.25 0.53 0.43
0.17 -0.26 0.31
0.09 -0.49 0.07
0.27 0.09 0.07
-0.09 -0.07 0.34
-0.23 0.17 0.95
-0.46 -0.61 -1.14
1.05 0.83 0.68
0.16 -0.71 -0.17
0.14 0.91 -0.20
0.17 -0.77 -0.37
0.10 0.00 -0.27
-0.24 -0.20 0.33
0.07 0.22 0.25
-0.24 0.04 -0.14
-0.34 0.22 -0.56
-0.40 0.28 0.46
-0.08 -0.14 -0.22
-0.08 0.11 0.41
0.04 -0.32 -0.14
0.20 0.18 0.10
0.10 -0.07 0.11
-0.45 -1.23 -0.89
0.85 2.27 -0.05
-0.92 -0.69 0.76
-0.09 -0.44 -0.52
0.20 -0.43 0.60
0.89 0.66 0.67
0.00 0.17 -0.42
-0.08 -0.12 0.50
-0.15 0.30 0.11
-0.67 -0.11 -0.44
0.60 -0.62 -0.15
0.03 0.11 0.67
0.06 0.25 -0.07
0.08 0.03 -0.32
-0.17 0.14 0.01
-0.23 0.08 -0.26
-0.21 -0.11 -0.05
1.13 0.80 0.57
-3.03 -0.11 1.21
2.43 1.50 -0.11
-1.91 0.59 -2.57
-0.96 -0.97 1.96
3.68 1.55 -0.93
-0.20 0.39 0.49
0.26 -0.16 0.14
-0.01 -0.56 -0.42
-0.04 -0.56 -0.77
-0.53 -0.52 0.26
-0.18 -0.15 -0.11
0.55 0.12 -0.10
-0.02 -0.25 0.63
0.33 -0.15 -0.73
-1.30 0.18 -0.08
-0.37 -1.89 0.35
0.74 -1.45 -0.52
-0.42 1.57 1.63
-0.73 1.18 -0.49
-0.09 1.15 0.15
0.73 0.62 0.20
0.12 -0.98 0.02
-0.51 -0.38 0.01
-0.46 -0.13 -0.63
0.18 0.12 -0.30
0.95 -0.44 -0.38
0.02 -0.32 0.21
0.07 -0.43 -0.17
-0.06 0.06 0.17
0.19 -0.37 -0.17
0.05 -0.29 0.09
-0.67 -0.18 0.08
0.10 0.20 -0.02
0.67 -0.84 0.18
0.02 -0.97 -0.42
0.03 0.26 1.33
-1.34 1.75 0.32
1.12 0.09 0.06
-0.47 -0.62 -0.23
-0.40 -0.37 0.02
0.04 0.21 -0.28
-0.01 0.27 0.09
0.19 -0.13 -0.15
0.78 -0.38 -0.74
-0.12 -0.34 -0.24
0.06 0.36 0.08
-0.70 -0.09 0.33
-0.22 -0.15 -0.08
0.39 0.25 0.37
-0.37 0.29 -0.69
-0.30 0.57 0.06
-0.43 1.36 -1.81
-0.28 -0.24 0.26
-0.02 1.10 0.69
0.39 -0.65 -0.65
0.80 -1.42 0.78
-0.26 0.06 0.00
-0.38 0.12 0.29
0.56 -0.15 0.45
0.24 -0.18 0.15
0.08 -0.09 0.53
-0.27 -0.15 -0.26
-0.27 -0.05 -0.04
0.61 -0.18 0.22
-0.35 0.46 -0.34
0.35 -0.72 0.08
-0.40 0.00 -0.34
-0.27 -0.21 0.02
0.16 0.33 -0.35
-0.21 -0.22 -0.09
1.09 0.37 -0.13
0.05 -0.06 0.25
-0.70 0.11 -0.29
0.47 -0.43 -0.37
0.03 0.09 -0.19
-0.25 0.00 0.56

Results
- Total energy: -80696.09459 eV
- Expectation value of S²: 0.75
- Spin multiplicity: 2
- Orbital gap (spin up / spin down): 8.95 / 3.61 eV
- HOMO (spin up / spin down): -8.94 / -8.94 eV


Taking the records one at a time from the top gives maximum force values of 3.200, 4.100 eV/A.